(1)
Here is the molecule C7H8NO2P at a distorted geometry from the Open Molecules 2025 dataset. Energies are from ωB97M-V with the def2-TZVPD basis set.

Bonds (Å) are listed after each position.
CARTESIAN COORDINATES (ANGSTROEM)
1 O -2.56673 -2.11997 -1.78926  N2 1.229
2 N -2.47997 -3.12606 -1.08871  O1 1.229, O3 1.346
3 O -1.44422 -2.87278 -0.26792  N2 1.346, P4 1.742
4 P -1.91452 -1.94291 1.12848  O3 1.742, C5 1.948, H12 1.467
5 C -0.25670 -1.14658 1.77147  P4 1.948, C6 1.654, H13 1.194, H14 1.171
6 C 0.35682 -0.02956 0.71763  C5 1.654, C7 1.660, C11 1.672
7 C -0.55120 0.58163 -0.52997  C6 1.660, C8 1.672, H15 1.191
8 C 0.02225 1.74684 -1.58346  C7 1.672, C9 1.651, H16 1.178
9 C 1.55488 2.31691 -1.35629  C8 1.651, C10 1.663, H17 1.179
10 C 2.45727 1.66796 -0.11984  C9 1.663, C11 1.643, H18 1.190
11 C 1.91985 0.52531 0.93065  C6 1.672, C10 1.643, H19 1.192
12 H -2.80943 -0.83883 0.76606  P4 1.467
13 H -0.59041 -0.52149 2.73207  C5 1.194
14 H 0.52111 -1.94764 2.12507  C5 1.171
15 H -1.67151 0.24097 -0.74836  C7 1.191
16 H -0.65726 2.15217 -2.45624  C8 1.178
17 H 1.96203 3.16104 -2.07084  C9 1.179
18 H 3.57264 2.06144 0.01189  C10 1.190
19 H 2.57510 0.09155 1.82756  C11 1.192

Summary:
- total charge = 0
- HOMO-LUMO gap (eV) = 7.8203

(2)
Here is the molecule C7H8NOP at a distorted geometry from the Open Molecules 2025 dataset. Energies are from ωB97M-V with the def2-TZVPD basis set.

Bonds (Å) are listed after each position.
CARTESIAN COORDINATES (ANGSTROEM)
1 N 1.91523 0.88567 -2.25782  C2 1.359, H11 0.972, H12 1.035
2 C 0.57433 0.80013 -2.45836  N1 1.359, O3 1.201, P4 1.990
3 O -0.12581 1.67569 -2.88920  C2 1.201
4 P -0.17856 -0.96566 -1.93274  C2 1.990, C5 1.879, H13 1.385
5 C -0.48554 -0.60641 -0.11413  P4 1.879, C6 1.412, C10 1.384
6 C 0.70012 -0.70840 0.64604  C5 1.412, C7 1.386, H14 1.101
7 C 0.70639 -0.42915 2.00399  C6 1.386, C8 1.414, H15 1.084
8 C -0.52896 -0.13477 2.62616  C7 1.414, C9 1.345, H16 1.057
9 C -1.67062 -0.10351 1.91511  C8 1.345, C10 1.406, H17 1.022
10 C -1.67737 -0.30940 0.52388  C5 1.384, C9 1.406, H18 1.098
11 H 2.36617 1.72589 -2.44830  N1 0.972
12 H 2.25448 0.10541 -1.66829  N1 1.035
13 H -1.43668 -0.59307 -2.37737  P4 1.385
14 H 1.59793 -0.75379 0.01001  C6 1.101
15 H 1.66878 -0.44830 2.50290  C7 1.084
16 H -0.56953 -0.10342 3.68168  C8 1.057
17 H -2.52996 0.25371 2.33753  C9 1.022
18 H -2.58042 -0.29061 -0.10109  C10 1.098

Summary:
- total charge = 0
- HOMO-LUMO gap (eV) = 9.4280

(3)
Here is an isolated ion of composition C7H8NOS and charge +1 at a distorted geometry from the Open Molecules 2025 dataset. Energies are from ωB97M-V with the def2-TZVPD basis set.

Bonds (Å) are listed after each position.
CARTESIAN COORDINATES (ANGSTROEM)
1 C -1.96581 -1.16312 0.00673  C2 1.362, C3 1.412, H11 1.077
2 C -2.36517 -1.11416 1.30794  C1 1.362, S10 1.711, H12 1.073
3 C -0.70600 -0.55799 -0.19283  C1 1.412, C4 1.387, C5 1.453
4 C -0.18584 -0.05241 0.98909  C3 1.387, C7 1.451, S10 1.730
5 C -0.03445 -0.36168 -1.46572  C3 1.453, C6 1.333, H13 1.077
6 C 0.83127 0.63408 -1.65427  C5 1.333, N8 1.435, H14 1.081
7 C 1.14718 0.50823 1.11155  C4 1.451, O9 1.306, H15 1.089
8 N 1.16418 1.55320 -0.60389  C6 1.435, H16 1.017, H17 1.020
9 O 2.20708 -0.24226 0.97289  C7 1.306, H18 0.974
10 S -1.24739 -0.31758 2.32864  C2 1.711, C4 1.730
11 H -2.54933 -1.61142 -0.77981  C1 1.077
12 H -3.26240 -1.52559 1.72869  C2 1.073
13 H -0.28054 -1.02815 -2.27502  C5 1.077
14 H 1.32383 0.79278 -2.60293  C6 1.081
15 H 1.32946 1.34151 1.78781  C7 1.089
16 H 2.09333 1.95196 -0.71057  N8 1.017
17 H 0.46648 2.28653 -0.48050  N8 1.020
18 H 2.03413 -1.09392 0.53220  O9 0.974

Summary:
- total charge = +1
- HOMO-LUMO gap (eV) = 8.4625

(4)
Here is the molecule C7H8O at a distorted geometry from the Open Molecules 2025 dataset. Energies are from ωB97M-V with the def2-TZVPD basis set.

Bonds (Å) are listed after each position.
CARTESIAN COORDINATES (ANGSTROEM)
1 O -2.73316 -0.45366 0.00871  C2 1.234
2 C -1.88198 0.43814 0.05590  O1 1.234, C3 1.368, H9 1.118
3 C -0.54642 0.29709 -0.20334  C2 1.368, C4 1.379, C8 1.435
4 C 0.25858 1.38338 0.06583  C3 1.379, C5 1.510, H10 1.071
5 C 1.72009 1.00497 0.06806  C4 1.510, C6 1.507, H11 1.058, H12 1.074
6 C 1.71375 -0.41883 -0.42589  C5 1.507, C7 1.580, C8 1.562, H13 1.122
7 C 1.02188 -1.34134 0.65398  C6 1.580, C8 1.418, H14 1.124, H15 1.124
8 C 0.22499 -0.89156 -0.42897  C3 1.435, C6 1.562, C7 1.418, H16 1.142
9 H -2.14312 1.50775 0.24786  C2 1.118
10 H -0.08506 2.29956 0.50237  C4 1.071
11 H 2.25022 1.13240 0.97450  C5 1.058
12 H 2.21945 1.66897 -0.61212  C5 1.074
13 H 2.39026 -0.80098 -1.23561  C6 1.122
14 H 1.08635 -0.85566 1.66607  C7 1.124
15 H 1.26780 -2.43217 0.77140  C7 1.124
16 H -0.18603 -1.72171 -1.09762  C8 1.142

Summary:
- total charge = 0
- HOMO-LUMO gap (eV) = 9.5847

(5)
Here is the molecule C7H8O at a distorted geometry from the Open Molecules 2025 dataset. Energies are from ωB97M-V with the def2-TZVPD basis set.

Bonds (Å) are listed after each position.
CARTESIAN COORDINATES (ANGSTROEM)
1 C -1.37170 1.64713 -0.36258  C2 1.332, H9 1.079, H10 1.080
2 C -0.08489 1.35073 -0.53815  C1 1.332, C3 1.553, H11 1.088
3 C 0.39851 -0.11672 -0.69886  C2 1.553, C4 1.330, C5 1.453
4 C 1.19836 -0.49097 -1.69360  C3 1.330, H12 1.079, H13 1.078
5 C 0.20632 -0.77916 0.57945  C3 1.453, C6 1.330, C7 1.521
6 C 0.09461 -2.08464 0.80627  C5 1.330, H14 1.080, H15 1.080
7 C -0.09792 0.27990 1.62751  C5 1.521, O8 1.217, H16 1.110
8 O -0.99944 0.16388 2.43693  C7 1.217
9 H -2.01725 1.02075 0.23293  C1 1.079
10 H -1.78456 2.57233 -0.73763  C1 1.080
11 H 0.56100 2.04137 -1.07555  C2 1.088
12 H 1.70988 -1.44061 -1.66478  C4 1.079
13 H 1.37556 0.15120 -2.54160  C4 1.078
14 H 0.23233 -2.80894 0.01704  C6 1.080
15 H -0.19551 -2.44234 1.78282  C6 1.080
16 H 0.77469 0.93609 1.82980  C7 1.110

Summary:
- total charge = 0
- HOMO-LUMO gap (eV) = 9.3709

(6)
Here is the molecule C7H8O at a distorted geometry from the Open Molecules 2025 dataset. Energies are from ωB97M-V with the def2-TZVPD basis set.

Bonds (Å) are listed after each position.
CARTESIAN COORDINATES (ANGSTROEM)
1 C -1.39367 1.23623 -0.04617  C2 1.384, C8 1.513, H9 1.215
2 C -0.13280 0.70164 -0.24379  C1 1.384, C3 1.557, C6 1.519
3 C 1.29088 1.22820 0.10220  C2 1.557, C4 1.440, H10 0.961, H11 1.135
4 C 2.12911 0.06356 -0.02275  C3 1.440, O5 1.516, H12 1.015, H13 1.217
5 O 1.35690 -1.23806 0.06230  C4 1.516, C6 1.451
6 C -0.02142 -0.78653 0.04218  C2 1.519, O5 1.451, C7 1.332
7 C -1.27827 -1.22681 0.01301  C6 1.332, C8 1.564, H14 1.177
8 C -2.25566 -0.00712 -0.03406  C1 1.513, C7 1.564, H15 1.175, H16 1.106
9 H -1.96487 2.26844 0.24342  C1 1.215
10 H 1.64233 1.65861 -0.68218  C3 0.961
11 H 1.05374 1.74510 1.08457  C3 1.135
12 H 2.88474 0.03805 0.65410  C4 1.015
13 H 2.85309 -0.16087 -0.97460  C4 1.217
14 H -1.30103 -2.40381 0.01303  C7 1.177
15 H -2.92268 -0.15399 0.92244  C8 1.175
16 H -3.12956 -0.34206 -0.62281  C8 1.106

Summary:
- total charge = 0
- HOMO-LUMO gap (eV) = 9.2911

Energy relative to the best compared isomer or geometry (same formula, charge and spin) (kcal per mole)
313.1 0.0 13.3 60.4 79.9 125.0
E_HOMO (eV)
-8.575 -8.596 -12.902 -9.442 -9.045 -8.320
Energy (Eh)
-817.66588 -742.86550 -799.43333 -346.67929 -346.64819 -346.57639